[1]
Molecular formula: CH5OP
Method: DFT, ωB97M-V/def2-TZVPD

Computed properties:
2S+1: 3
Gap between HOMO and LUMO (spin up / spin down) (eV): 8.1 / 7.6
Lowest unoccupied orbital energy (spin up / spin down) (eV): 0.895 / -2.209
Charge: 0
Expectation value of S²: 2.01

Element x y z (Å)
C 0.8342 0.0750 -0.3826
H -0.5135 1.1507 1.4091
O -1.2813 0.3108 -1.0480
H 0.8832 -0.8873 -0.6576
H 1.3371 0.7371 -0.9627
P 0.5146 0.1974 1.3502
H -0.3574 -0.9463 1.5647
H -1.4169 -0.6375 -1.2730

Atomic forces in eV per Å
-0.113 0.465 3.140
-0.205 0.280 0.104
-1.323 -0.239 -0.389
0.286 -3.369 -1.342
1.247 2.124 -1.314
-0.470 -0.307 -0.152
0.509 0.580 -0.267
0.068 0.465 0.220


[2]
Molecular formula: CH5OPS
Method: DFT, ωB97M-V/def2-TZVPD

Computed properties:
Gap between HOMO and LUMO (eV): 9.3
Lowest unoccupied orbital energy (eV): 0.597
Charge: 0
Structure (SMILES): C[P@@H](O)=S

Element x y z (Å)
P -1.1141 0.0623 0.0550
S -2.4774 0.7838 -1.3954
H -1.4480 -1.2724 0.4375
C 0.7075 0.0114 -0.3998
H 1.1875 -0.9332 -0.3429
H -0.9922 1.5834 1.6924
H 0.7128 0.4041 -1.4449
O -1.1052 0.6783 1.5695
H 1.1660 0.8194 0.2805

Atomic forces in eV per Å
-1.298 0.116 -1.390
2.527 -0.966 2.519
0.181 0.636 -0.158
-1.330 3.130 -0.145
0.256 -0.800 0.308
0.203 2.571 0.008
0.279 -0.388 0.744
-0.450 -2.850 -0.852
-0.368 -1.449 -1.034


One value per record, in order, for electronic energy: -12448.6281; -23289.9938 eV.
One value per record, in order, for ΔE to the lowest compared entry with this formula, charge and spin: 1.714; 0.244 eV.